1.
# C50H70ClF5N3O21PS2

A 6-piece molecular cluster, C50H70ClF5N3O21PS2 overall (the ωB97M-V functional and the def2-TZVPD basis, the Open Molecules 2025 dataset).

Summary:
HOMO-LUMO gap, eV: 7.9887
Highest occupied orbital energy, eV: -8.559
Total energy, eV: -157521.2604

Geometry as XYZ:
```
153
C50H70ClF5N3O21PS2 the ωB97M-V functional and the def2-TZVPD basis
C 6.043 -5.329 2.965
C 6.420 -4.668 1.581
O 6.366 -5.563 0.449
P 4.840 -5.680 -0.208
O 3.903 -6.175 0.850
C 4.161 -4.014 -0.774
C 4.882 -3.535 -2.103
C 4.578 -2.038 -2.530
C 4.239 -1.081 -1.351
C 2.894 -0.982 -0.789
C 1.688 -1.791 -1.358
C 0.882 -0.845 -2.393
C -0.671 -0.824 -2.132
S -1.476 -2.303 -2.943
C -3.241 -2.100 -2.452
S -4.379 -2.634 -3.516
N -3.469 -1.489 -1.168
C -4.875 -1.076 -0.965
C -5.686 -2.297 -0.376
O -5.336 -2.459 1.005
C -3.904 -2.434 1.196
C -3.062 -2.510 -0.143
N 2.981 -0.058 0.293
C 1.813 0.260 1.131
F 0.667 0.444 0.350
F 1.974 1.426 1.843
C 1.636 -0.968 2.109
C 2.788 -1.274 2.976
C 2.744 -2.422 3.908
C 1.525 -3.240 3.983
C 0.361 -2.934 3.100
C -0.870 -3.883 3.221
F -1.957 -3.291 3.842
F -0.584 -5.032 3.947
F -1.211 -4.325 1.950
C 0.423 -1.794 2.166
C 4.279 0.394 0.388
C 4.867 1.392 1.439
O 5.424 1.024 2.494
O 4.777 2.660 1.186
N 5.059 -0.208 -0.587
C 6.508 -0.015 -0.785
C 7.392 -1.076 0.033
C 7.784 -0.570 1.475
Cl 8.972 -1.190 -0.922
O 4.981 -6.651 -1.545
C 3.768 -7.374 -1.854
C 2.788 -6.583 -2.843
H 4.912 -5.294 3.038
H 6.416 -4.652 3.793
H 6.415 -6.376 3.099
H 7.503 -4.341 1.668
H 5.824 -3.722 1.470
H 3.053 -4.183 -0.905
H 4.276 -3.323 0.103
H 5.976 -3.773 -1.995
H 4.479 -4.192 -2.934
H 5.492 -1.651 -3.078
H 3.733 -1.944 -3.276
H 0.980 -2.180 -0.580
H 2.106 -2.626 -1.975
H 1.360 0.176 -2.330
H 1.036 -1.238 -3.446
H -1.077 0.099 -2.650
H -0.958 -0.804 -1.049
H -5.342 -0.597 -1.863
H -4.867 -0.279 -0.157
H -5.568 -3.223 -1.001
H -6.779 -2.017 -0.426
H -3.578 -1.518 1.768
H -3.651 -3.332 1.827
H -3.206 -3.529 -0.621
H -1.955 -2.400 0.032
H 3.718 -0.650 2.911
H 3.630 -2.658 4.560
H 1.463 -4.103 4.698
H -0.439 -1.551 1.493
H 6.822 0.046 -1.858
H 6.750 0.998 -0.336
H 6.914 -2.099 0.025
H 8.811 -0.988 1.704
H 7.806 0.552 1.497
H 7.093 -0.903 2.293
H 4.095 -8.281 -2.451
H 3.219 -7.780 -0.964
H 1.873 -7.239 -2.929
H 3.274 -6.614 -3.865
H 2.559 -5.544 -2.496
C -7.533 3.482 -2.723
C -8.141 2.147 -3.090
C -8.965 1.532 -1.995
O -8.863 0.138 -2.288
C -7.679 -0.039 -2.936
O -7.183 -1.101 -3.161
O -7.131 1.154 -3.292
H -6.970 3.884 -3.563
H -8.304 4.203 -2.445
H -6.828 3.378 -1.896
H -8.714 2.238 -4.018
H -10.005 1.859 -2.022
H -8.561 1.708 -0.994
C -7.834 -3.706 -4.508
C -8.331 -4.852 -5.360
C -9.383 -5.692 -4.694
O -9.208 -6.956 -5.332
C -7.904 -7.021 -5.722
O -7.367 -8.008 -6.116
O -7.295 -5.808 -5.598
H -7.092 -3.123 -5.056
H -8.652 -3.043 -4.222
H -7.340 -4.070 -3.605
H -8.673 -4.478 -6.331
H -10.390 -5.309 -4.862
H -9.224 -5.820 -3.619
C -3.778 7.387 0.841
C -4.654 6.361 0.159
C -3.905 5.162 -0.348
O -4.729 4.727 -1.429
C -5.382 5.830 -1.892
O -6.007 5.867 -2.907
O -5.225 6.883 -1.045
H -4.381 8.211 1.201
H -3.244 6.952 1.687
H -3.052 7.811 0.141
H -5.475 6.069 0.822
H -3.810 4.380 0.406
H -2.913 5.401 -0.741
C -0.080 11.630 1.560
C -1.367 10.953 1.148
C -2.504 11.905 0.906
O -3.643 11.089 1.181
C -3.240 10.142 2.071
O -3.977 9.412 2.658
O -1.884 10.137 2.203
H 0.710 10.888 1.697
H 0.246 12.348 0.806
H -0.195 12.145 2.516
H -1.193 10.309 0.280
H -2.530 12.272 -0.120
H -2.514 12.757 1.592
C 6.786 1.924 5.150
C 7.931 2.408 6.011
C 7.879 3.876 6.321
O 9.256 4.190 6.528
C 9.976 3.297 5.792
O 11.145 3.383 5.583
O 9.180 2.293 5.325
H 6.869 0.848 4.982
H 5.823 2.128 5.622
H 6.805 2.395 4.166
H 7.993 1.808 6.926
H 7.294 4.094 7.215
H 7.504 4.484 5.492
```



2.
# C26H70BBr2N20O12P

A 10-piece molecular cluster, C26H70BBr2N20O12P overall (the ωB97M-V functional and the def2-TZVPD basis, the Open Molecules 2025 dataset).

Summary:
HOMO-LUMO gap, eV: 8.2614
Highest occupied orbital energy, eV: -8.196
Total energy, eV: -232528.1039
SMILES: C#CCCCP(CC(=O)N(C)C)(C[C@H](C)O)(B(O)N(C)C)[C@H](Br)[C@@H](C)Br.NC(N)=O.NC(N)=O.NC(N)=O.NC(N)=O.NC(N)=O.NC(N)=O.NC(N)=O.NC(N)=O.NC(N)=O

Geometry as XYZ:
```
132
C26H70BBr2N20O12P the ωB97M-V functional and the def2-TZVPD basis
C -4.968 0.431 2.012
C -5.137 -0.050 0.908
C -5.451 -0.531 -0.410
C -4.496 -0.041 -1.507
C -3.085 -0.575 -1.265
P -2.025 -0.628 -2.809
C -1.813 1.333 -2.774
C -0.816 1.941 -1.848
O 0.172 2.486 -2.295
N -1.073 1.939 -0.462
C 0.082 2.400 0.304
C -2.231 2.833 -0.157
C -3.000 -0.418 -4.384
C -2.373 -0.813 -5.724
C -1.072 -0.138 -6.082
O -3.311 -0.368 -6.741
B -0.075 -0.871 -2.621
O 0.815 -0.321 -3.484
N 0.497 -1.712 -1.567
C 0.222 -1.207 -0.203
C 1.955 -1.815 -1.701
C -2.187 -2.575 -2.794
Br -0.897 -3.455 -4.019
C -3.605 -3.180 -2.954
C -3.866 -4.044 -4.176
Br -3.928 -4.406 -1.406
H -4.811 0.702 3.012
H -6.455 -0.235 -0.686
H -5.459 -1.616 -0.430
H -4.520 1.040 -1.474
H -4.937 -0.367 -2.443
H -2.657 0.085 -0.518
H -3.182 -1.555 -0.808
H -2.753 1.860 -2.622
H -1.461 1.615 -3.757
H 0.263 3.464 0.203
H 1.001 1.902 0.030
H -0.110 2.168 1.344
H -1.929 3.664 0.465
H -2.959 2.265 0.408
H -2.670 3.238 -1.063
H -3.971 -0.902 -4.345
H -3.251 0.628 -4.482
H -2.320 -1.879 -5.882
H -0.234 -0.767 -5.824
H -1.047 -0.064 -7.160
H -0.980 0.876 -5.711
H -4.181 -0.263 -6.353
H 0.485 0.494 -3.878
H 0.977 -0.482 0.085
H 0.334 -2.038 0.493
H -0.779 -0.826 -0.067
H 2.305 -2.499 -0.930
H 2.469 -0.871 -1.544
H 2.246 -2.251 -2.644
H -1.830 -2.895 -1.831
H -4.401 -2.457 -2.888
H -3.405 -5.011 -4.092
H -3.629 -3.532 -5.098
H -4.937 -4.228 -4.186
N -2.700 3.709 3.241
C -2.055 2.551 3.570
N -1.148 2.669 4.582
O -2.266 1.492 2.997
H -2.526 4.587 3.698
H -3.374 3.665 2.501
H -0.647 1.844 4.848
H -0.961 3.537 5.055
N 1.598 -6.654 0.693
C 1.558 -5.310 0.438
N 0.977 -4.951 -0.740
O 2.016 -4.485 1.216
H 1.231 -7.348 0.071
H 2.024 -6.946 1.553
H 0.933 -3.967 -0.948
H 0.592 -5.600 -1.399
N 1.572 4.670 4.141
C 0.727 5.705 3.866
N 1.020 6.408 2.745
O -0.229 5.966 4.593
H 2.359 4.417 3.572
H 1.372 4.139 4.965
H 0.423 7.180 2.518
H 1.802 6.196 2.147
N 5.782 5.101 1.384
C 4.954 6.141 1.129
N 5.248 6.877 0.013
O 3.999 6.420 1.850
H 6.569 4.869 0.809
H 5.596 4.534 2.202
H 4.652 7.655 -0.196
H 6.019 6.677 -0.594
N 2.527 -1.241 -8.448
C 1.638 -0.331 -8.949
N 2.035 0.301 -10.096
O 0.570 -0.099 -8.410
H 3.410 -1.448 -8.873
H 2.267 -1.721 -7.607
H 1.404 0.975 -10.487
H 2.908 0.126 -10.554
N 6.564 5.517 5.224
C 6.795 4.231 4.832
N 7.209 3.378 5.805
O 6.634 3.866 3.672
H 6.685 5.840 6.164
H 6.252 6.163 4.522
H 7.389 2.424 5.535
H 7.344 3.645 6.761
N -6.988 -5.143 1.712
C -7.855 -4.168 1.296
N -7.490 -3.530 0.142
O -8.871 -3.892 1.906
H -6.147 -5.383 1.223
H -7.221 -5.633 2.554
H -8.099 -2.809 -0.194
H -6.657 -3.748 -0.371
N 0.793 -5.766 5.274
C 2.054 -5.313 5.568
N 2.607 -4.507 4.617
O 2.629 -5.612 6.601
H 0.303 -5.531 4.432
H 0.351 -6.361 5.948
H 3.529 -4.158 4.793
H 2.147 -4.259 3.757
N 5.408 0.282 5.122
C 6.334 -0.308 5.934
N 5.829 -1.106 6.922
O 7.532 -0.124 5.786
H 4.418 0.165 5.219
H 5.761 0.872 4.390
H 6.488 -1.551 7.532
H 4.851 -1.269 7.059
```



3.
# C48H54N6O4P2PdS3

C48H54N6O4P2PdS3 as an isolated structure (the ωB97M-V functional and the def2-TZVPD basis, the Open Molecules 2025 dataset).

Summary:
HOMO-LUMO gap (spin up / spin down), eV: 7.2011 / 4.5346
ΔE to the lowest compared entry with this formula, charge and spin, kcal/mol: 55.66
Highest occupied orbital energy (spin up / spin down), eV: -11.913 / -12.257
Total energy, eV: -122329.2270
2S+1: 5
Charge: +2

Geometry as XYZ:
```
118
C48H54N6O4P2PdS3 the ωB97M-V functional and the def2-TZVPD basis
Pd -0.619 -0.117 0.102
C -1.673 -6.134 -0.748
C -2.828 -5.249 -0.302
N -2.758 -3.901 -0.870
C -1.925 -2.947 -0.422
S -1.856 -1.510 -1.447
N -1.256 -3.190 0.672
N -0.453 -2.149 1.061
C 0.275 -2.327 2.101
C 0.318 -3.592 2.895
C 1.179 -1.201 2.470
C 2.022 -1.281 3.568
C 2.930 -0.260 3.799
C 2.987 0.806 2.916
C 2.093 0.821 1.862
N 1.197 -0.144 1.652
H -1.684 -7.074 -0.194
H -0.720 -5.637 -0.563
H -1.746 -6.369 -1.811
H -2.836 -5.149 0.782
H -3.787 -5.664 -0.609
H -3.192 -3.733 -1.763
H -0.392 -4.304 2.495
H 0.085 -3.397 3.945
H 1.319 -4.028 2.853
H 1.983 -2.139 4.222
H 3.596 -0.307 4.652
H 3.707 1.604 3.038
H 2.099 1.629 1.139
C 3.173 6.284 -1.799
S 1.664 6.765 -0.930
C 1.916 5.924 0.665
C 0.739 5.020 1.039
C 0.551 3.951 -0.021
N -0.606 3.019 0.117
P -1.010 2.332 1.609
C -1.770 3.690 2.537
C -2.576 4.646 1.914
C -3.214 5.599 2.689
C -3.049 5.606 4.071
C -2.250 4.654 4.688
C -1.605 3.694 3.922
C -2.388 1.179 1.277
C -3.486 1.544 0.471
C -4.555 0.694 0.355
C -4.576 -0.525 1.050
C -3.538 -0.870 1.881
C -2.432 -0.022 1.999
P -0.859 1.919 -1.305
C -2.159 2.798 -2.190
C -2.874 2.061 -3.134
C -3.840 2.690 -3.905
C -4.094 4.045 -3.733
C -3.384 4.778 -2.791
C -2.414 4.157 -2.014
C 0.550 2.028 -2.393
C 0.786 3.066 -3.313
C 1.759 2.944 -4.268
C 2.404 1.615 -4.451
C 2.693 0.827 -3.167
C 1.415 0.860 -2.391
H 3.189 6.849 -2.730
H 3.186 5.219 -2.031
H 4.052 6.555 -1.219
H 2.043 6.685 1.431
H 2.842 5.349 0.607
H -0.165 5.620 1.142
H 0.939 4.572 2.017
H 1.455 3.337 -0.096
H 0.439 4.439 -0.990
H -2.717 4.639 0.841
H -3.844 6.340 2.215
H -3.550 6.357 4.668
H -2.127 4.660 5.763
H -0.976 2.954 4.405
H -3.503 2.492 -0.047
H -5.391 0.975 -0.271
H -5.427 -1.186 0.947
H -3.567 -1.789 2.450
H -1.651 -0.257 2.711
H -2.682 1.001 -3.263
H -4.396 2.122 -4.638
H -4.847 4.533 -4.339
H -3.579 5.835 -2.665
H -1.855 4.742 -1.293
H 0.194 3.973 -3.262
H 1.978 3.753 -4.953
H 3.207 1.602 -5.181
H 3.659 0.641 -2.715
H 1.872 -0.691 -1.252
C 7.096 -6.839 -1.123
C 5.915 -5.943 -0.864
C 6.014 -4.853 -0.002
C 4.940 -4.001 0.206
C 3.740 -4.264 -0.448
C 3.609 -5.358 -1.305
C 4.695 -6.190 -1.496
S 2.458 -3.079 -0.395
O 1.202 -3.719 -0.643
O 2.662 -2.240 0.751
N 2.683 -2.051 -1.697
C 2.236 -2.497 -3.042
C 1.206 -1.526 -3.585
C 1.588 -0.081 -3.638
O 1.375 0.624 -4.830
O 1.419 0.189 -1.164
H 7.964 -6.535 -0.542
H 7.367 -6.818 -2.179
H 6.861 -7.874 -0.869
H 6.946 -4.671 0.518
H 5.016 -3.159 0.881
H 2.659 -5.569 -1.779
H 4.598 -7.053 -2.144
H 3.645 -1.724 -1.696
H 1.735 -3.457 -2.940
H 3.092 -2.630 -3.703
H 0.303 -1.634 -2.982
H 0.950 -1.814 -4.607
```



4.
# C6H13NO

A 3-piece molecular cluster, C6H13NO overall (the ωB97M-V functional and the def2-TZVPD basis, the Open Molecules 2025 dataset).

Summary:
HOMO-LUMO gap (spin up / spin down), eV: 8.0832 / 6.4033
ΔE to the lowest compared entry with this formula, charge and spin, kcal/mol: 116.76
Highest occupied orbital energy (spin up / spin down), eV: -14.285 / -14.262
Total energy, eV: -9957.2956
2S+1: 2
Charge: +1

Geometry as XYZ:
```
21
C6H13NO the ωB97M-V functional and the def2-TZVPD basis
C -2.213 -0.219 -1.195
C -1.863 0.634 0.018
N 1.775 1.438 0.319
C 0.386 1.506 0.549
C -0.409 0.397 0.434
C 0.159 -0.878 0.618
C -0.388 -2.092 0.174
H -3.062 0.208 -1.764
H -2.714 -1.147 -0.878
H -1.329 -0.453 -1.783
H -2.505 0.493 0.915
H -1.919 1.728 -0.158
H 2.090 1.735 -0.599
H 2.484 1.699 0.994
H -0.065 2.497 0.502
H 1.130 -0.850 1.142
H 0.013 -2.951 0.718
H -1.524 -1.918 1.085
H 3.699 -1.209 -0.015
H 2.662 -0.178 -0.487
O 3.594 -0.441 -0.587
```